Record 1
# CH7N3O

A molecular structure, CH7N3O in a non-equilibrium geometry (ωB97M-V/def2-TZVPD, the Open Molecules 2025 dataset).

Computed properties:
**2S+1**: 1
**HOMO level (spin up / spin down)**: -8.3787 / -8.3793 eV
**Energy above the lowest of the compared OMol25 structures with the same formula, charge and spin**: 7.654 eV
**HOMO-LUMO gap (spin up / spin down)**: 9.0 / 9.0 eV

XYZ file:
```
12
Properties=species:S:1:pos:R:3:forces:R:3
C 1.1238 0.1812 1.3076 0.615 -0.421 -0.912
N 0.4479 0.1705 -0.5201 -0.159 0.488 1.299
N -0.5613 0.4320 0.3286 -1.403 0.345 -0.950
N 0.2584 -0.9386 -1.2673 -0.054 -0.556 0.177
O -2.0442 0.5672 -0.7354 0.758 0.059 0.452
H -2.0690 1.5227 -0.8594 0.004 -0.076 0.041
H -1.0696 -0.3953 0.6464 0.170 -0.130 -0.070
H 0.6855 -0.8391 -2.1786 0.014 0.050 0.157
H -0.7243 -1.2157 -1.3173 0.225 0.202 0.024
H 0.5655 -0.0349 2.2165 -0.274 0.024 -0.256
H 1.5638 1.1682 1.2951 -0.019 -0.047 -0.009
H 1.8236 -0.6182 1.0838 0.122 0.062 0.046
```
Forces are in eV/Å.

Record 2
# CH7N4

A gas-phase ion, CH7N4 (charge +1) in a non-equilibrium geometry (ωB97M-V/def2-TZVPD, the Open Molecules 2025 dataset).

Computed properties:
**2S+1**: 1
**HOMO level**: -14.6704 eV
**Energy above the lowest of the compared OMol25 structures with the same formula, charge and spin**: 1.163 eV
**HOMO-LUMO gap**: 11.2 eV
**Total charge**: +1
**Structure (SMILES)**: N/C=N/[NH2+]N

XYZ file:
```
12
Properties=species:S:1:pos:R:3:forces:R:3
N -2.1858 -0.3055 0.1331 0.671 -0.106 1.314
C -1.0649 0.0623 -0.4249 0.036 0.268 -0.531
N -0.0770 0.3095 0.3523 0.592 0.078 0.246
N 1.2040 0.4158 -0.2747 -0.878 5.685 -1.087
N 2.0483 -0.4895 0.2794 -0.190 -2.623 4.300
H -3.0704 -0.3501 -0.2797 -1.147 -0.059 -0.803
H -2.0816 -0.3768 1.1328 -0.679 -0.130 0.236
H -0.9966 0.1756 -1.4816 -0.146 -0.109 -0.939
H 1.2768 0.4432 -1.3208 -0.441 -0.681 0.673
H 1.5290 1.4191 -0.0162 -0.356 -1.833 -0.549
H 2.1389 -0.1345 1.2964 0.719 -0.297 -1.847
H 1.2795 -1.1692 0.6038 1.817 -0.193 -1.013
```
Forces are in eV/Å.

Record 3
# CH7N4OS

2 unconnected molecules or ions with the total composition CH7N4OS in a non-equilibrium geometry (ωB97M-V/def2-TZVPD, the Open Molecules 2025 dataset).

Computed properties:
**2S+1**: 1
**HOMO level**: -12.5241 eV
**Energy above the lowest of the compared OMol25 structures with the same formula, charge and spin**: 2.240 eV
**HOMO-LUMO gap**: 8.3 eV
**Total charge**: +1

XYZ file:
```
14
Properties=species:S:1:pos:R:3:forces:R:3
C -1.4485 0.8285 0.6525 -0.770 2.584 -0.942
N -0.3690 -1.0486 -0.9091 -1.616 -0.282 0.020
N -1.4578 0.4374 1.7483 -1.019 -0.343 1.643
N 0.5496 -0.4885 -0.1975 -0.807 2.311 -1.804
N 1.4510 0.5256 -1.3052 -0.660 2.391 1.446
O -1.5610 1.3973 -0.3576 -0.001 0.202 -1.500
S -0.5015 -0.4826 2.6588 0.838 -0.661 3.359
H -1.1463 -0.5161 -0.6989 -2.481 0.635 -0.857
H -0.6447 -1.9776 -1.1632 1.480 -0.990 -0.029
H 1.2340 -1.0889 0.0637 3.160 -2.351 0.884
H 0.8308 1.1538 -1.9049 0.450 -1.423 1.066
H 2.0530 -0.0144 -1.8944 0.861 -0.129 -0.293
H 1.8938 1.1900 -0.6085 0.081 -1.113 -1.348
H -0.8835 0.0840 3.9159 0.484 -0.832 -1.646
```
Forces are in eV/Å.

Record 4
# CH7N5

A single CH7N5 molecule in a non-equilibrium geometry (ωB97M-V/def2-TZVPD, the Open Molecules 2025 dataset).

Computed properties:
**2S+1**: 1
**HOMO level**: -8.8288 eV
**Energy above the lowest of the compared OMol25 structures with the same formula, charge and spin**: 2.020 eV
**HOMO-LUMO gap**: 9.7 eV
**Structure (SMILES)**: N=C(NN)NN

XYZ file:
```
13
Properties=species:S:1:pos:R:3:forces:R:3
N 0.4283 1.0889 -1.6956 0.500 -0.370 -0.305
C 0.2819 0.3631 -0.6537 4.595 -0.157 -1.314
N -0.5347 0.8175 0.3871 -2.416 -1.155 -0.195
N -1.7508 -0.0482 0.4544 -1.074 0.144 -0.350
N 1.2612 -0.6711 -0.3372 -1.373 0.393 0.448
N 0.9650 -1.1291 0.9828 1.087 -1.442 0.003
H 1.3146 0.7777 -2.1673 -1.224 0.367 0.165
H -0.7428 1.7575 0.0514 -0.639 -0.076 0.407
H -2.1426 -0.3570 1.4120 1.191 1.556 -2.142
H -2.4991 0.1910 -0.2941 1.846 -0.395 2.081
H 2.2815 -0.8035 -0.8267 -3.776 0.588 1.943
H 1.1107 -0.3457 1.6379 -0.741 -0.925 -0.421
H 0.0268 -1.6411 1.0490 2.023 1.473 -0.320
```
Forces are in eV/Å.

Record 5
# CH7N6

A molecular structure, CH7N6 in a non-equilibrium geometry (ωB97M-V/def2-TZVPD, the Open Molecules 2025 dataset).

Computed properties:
**2S+1**: 1
**HOMO level**: -14.1117 eV
**Energy above the lowest of the compared OMol25 structures with the same formula, charge and spin**: 4.704 eV
**HOMO-LUMO gap**: 10.1 eV
**Total charge**: +1

XYZ file:
```
14
Properties=species:S:1:pos:R:3:forces:R:3
C -0.0431 -0.0179 -0.6066 2.105 2.628 2.026
N 1.8141 1.3551 -2.8608 -0.608 -0.822 -1.216
N 0.6132 0.6994 -2.9425 0.240 0.336 -0.842
N 1.9030 1.2752 -1.6039 -1.308 -0.118 0.709
N 0.6064 0.6378 -1.5560 1.265 -0.234 -0.614
N -1.1595 -1.0372 2.5885 0.211 3.785 -0.757
N 0.3754 0.1985 0.6466 -4.432 -3.161 -0.579
H -0.9598 -0.4367 -0.9870 -0.437 -0.502 0.746
H -0.5274 -0.8972 3.3728 -0.209 -0.691 0.187
H -1.6460 -1.9034 2.5548 -0.069 -0.881 0.014
H -1.8498 -0.2578 2.6657 0.258 -1.038 0.283
H 0.0272 0.3173 -3.7194 0.821 0.561 1.132
H -0.4640 -0.3852 1.5980 1.195 -0.540 -0.795
H 1.3103 0.4522 0.8497 0.969 0.677 -0.293
```
Forces are in eV/Å.

Record 6
# CH7N6

A molecular structure, CH7N6 in a non-equilibrium geometry (ωB97M-V/def2-TZVPD, the Open Molecules 2025 dataset).

Computed properties:
**2S+1**: 1
**HOMO level**: -14.8982 eV
**Energy above the lowest of the compared OMol25 structures with the same formula, charge and spin**: 4.822 eV
**HOMO-LUMO gap**: 10.8 eV
**Total charge**: +1

XYZ file:
```
14
Properties=species:S:1:pos:R:3:forces:R:3
C -0.5528 0.1546 0.6035 1.370 2.818 -0.659
N -0.8535 0.3151 -2.6375 -1.031 -1.827 0.408
N -0.1189 0.9965 -1.7848 -0.286 0.639 -0.681
N -1.3289 -0.5592 -1.7522 1.792 2.863 -0.224
N -0.5022 0.1450 -0.7652 -0.046 -0.649 1.077
N 1.6783 -0.3284 0.8640 0.813 -0.820 -0.434
N -1.4189 -0.6133 1.1415 -1.062 -1.480 -3.372
H -0.0534 0.9204 1.2544 -0.855 -0.665 -1.383
H 2.1004 -0.6070 -0.0392 -0.233 0.075 0.788
H 2.0043 -0.9756 1.5771 0.029 -0.175 -0.167
H 2.0893 0.5547 1.1190 0.343 0.404 0.008
H 0.6170 1.6714 -2.0754 -0.420 -0.844 1.070
H -1.6522 -0.6056 2.0743 -0.521 -0.060 2.323
H -2.0086 -1.0685 0.4205 0.107 -0.278 1.244
```
Forces are in eV/Å.

Number 1: E -7661.8708 eV. Number 2: E -7101.6839 eV. Number 3: E -19982.7488 eV. Number 4: E -8597.4585 eV. Number 5: E -10079.6987 eV. Number 6: E -10079.5806 eV.